{"formula": "C23H61GaN6O6P", "method": "the ωB97M-V functional and the def2-TZVPD basis", "orbital_gap_ev": 5.78, "e_homo_ev": -3.785, "total_charge": -1, "max_force_ev_per_a": 1.152, "elements": ["H", "H", "N", "H", "H", "H", "C", "N", "H", "H", "H", "C", "H", "H", "C", "C", "H", "Ga", "H", "C", "O", "H", "H", "H", "C", "C", "H", "C", "H", "C", "C", "H", "H", "C", "H", "O", "H", "H", "H", "H", "C", "C", "H", "H", "H", "H", "C", "C", "N", "H", "H", "C", "H", "H", "H", "H", "C", "H", "H", "H", "H", "C", "H", "H", "H", "H", "H", "H", "H", "C", "H", "H", "H", "H", "O", "O", "P", "C", "H", "H", "C", "H", "C", "H", "H", "H", "H", "N", "N", "H", "H", "N", "O", "H", "H", "O", "C", "H"], "xyz": [[4.8556, -7.1993, 0.0989], [1.4962, -2.9472, -3.7841], [2.2704, -0.6397, -2.1931], [2.7078, 0.1410, 0.8471], [-7.3581, 8.4381, -2.2628], [2.9813, -3.0684, 1.8000], [2.8033, -3.2059, 0.7348], [-4.2769, 7.0756, -2.0340], [-5.9182, 7.2429, -0.7672], [-6.7141, 7.0315, -3.1267], [1.0074, -2.0246, 0.7044], [-5.6675, 8.2759, -4.9223], [4.0565, -11.2563, 1.6734], [-5.4995, 9.0761, -5.6409], [3.9608, -8.5627, 4.8434], [4.4783, -0.1319, -1.2105], [-3.3717, 2.8664, -0.1439], [2.1490, -2.5915, -2.3693], [-3.2360, 8.9914, -0.1750], [3.6583, -8.6099, 1.2268], [-1.3682, 1.3408, 0.3637], [4.8400, -0.9104, -0.5409], [-2.5746, 2.6987, 2.2300], [-1.4690, 0.1319, -1.2725], [-4.4667, 4.1529, 0.9756], [-3.1739, 7.0014, -1.0808], [3.3694, -11.6258, 3.9072], [5.6661, -5.9907, 2.0194], [4.4497, -5.9065, -2.5223], [3.5539, -10.5838, 3.6310], [-2.1921, 3.3479, 1.4299], [5.2748, -3.0479, -1.6039], [-2.2698, 1.7031, -1.4815], [1.3383, -3.0281, 0.4132], [-1.7912, 8.0385, 0.1442], [4.3220, -6.3990, 1.9402], [5.9963, -5.5461, 1.0756], [3.1737, -6.7531, 0.2885], [-1.8436, 4.2753, 1.8984], [-0.5880, 3.2240, -0.0142], [2.9531, -0.1291, -1.2698], [2.3465, 0.5878, -0.0763], [5.2694, -8.7189, 2.4490], [3.9322, -8.2811, 5.8963], [-2.9177, 9.2719, -3.3596], [-2.4009, 6.3702, -1.5218], [-1.4009, 1.1933, -1.0464], [-5.2693, 3.2266, 1.8808], [-3.2020, 3.6779, 0.4353], [3.1313, -4.2009, 0.4469], [-4.2738, 5.0790, 1.5315], [4.0219, -7.2067, 0.8027], [0.7825, -3.7230, 1.0523], [-5.1051, 4.4182, 0.1278], [2.5808, -10.1381, 3.3911], [-3.5312, 6.4738, -0.1931], [-4.9470, 0.9933, 1.0841], [-0.4882, 1.5788, -1.5065], [-5.5666, 0.0983, 1.0441], [-4.3602, 1.0398, 0.1630], [3.2928, -9.1570, 0.3524], [4.4887, -10.5888, 2.4278], [1.2723, 0.4852, -0.1464], [-5.1998, 8.8066, -1.1765], [4.8184, -3.7102, -3.6696], [-4.7663, 7.6546, -4.8758], [0.1214, -2.9643, -1.1866], [3.4253, -2.4839, 0.2055], [-6.1239, 3.7975, 2.2546], [-6.4503, 7.9967, -2.6839], [-3.3644, 10.2723, -1.9588], [4.8463, 0.8150, -0.8160], [6.3460, -6.8158, 2.2757], [4.8047, -8.0476, 4.3767], [-5.8170, 2.1026, 1.2263], [-5.9711, 8.8841, -3.6854], [4.2754, -3.7298, -2.3637], [-2.5165, 8.2980, -0.6308], [4.8878, -0.2810, -2.2025], [-1.8593, 10.5892, -2.8447], [-5.4425, 7.8103, -1.5743], [2.8243, -8.5294, 1.9388], [-2.5275, 9.8057, -2.4873], [2.6174, 1.6437, -0.1119], [-0.2359, 2.5208, 1.5709], [-4.6907, 2.9062, 2.7566], [5.4307, -11.0418, 2.7493], [1.0455, -3.3302, -0.9906], [4.1150, -5.2463, -1.8329], [-6.4975, 7.6554, -5.2745], [3.0393, -8.2246, 4.3628], [4.8028, -9.3223, 1.7847], [-1.7779, 8.9676, -1.6345], [5.7294, -5.2360, 2.8033], [-4.2622, 0.9095, 1.9321], [4.0907, -9.9715, 4.7878], [-1.0109, 2.6382, 0.8075], [-3.9452, 7.4854, -2.8970]], "atomic_forces_ev_per_a": [[0.01, -0.03, 0.00], [0.06, 0.02, 0.05], [-0.07, -0.57, 0.79], [0.09, 0.05, 0.18], [-0.01, 0.00, -0.03], [0.06, -0.02, 0.16], [0.07, 0.03, 0.08], [0.03, 0.16, -0.04], [0.02, 0.01, 0.03], [0.04, -0.03, 0.02], [0.06, 0.20, 0.04], [-0.02, 0.03, -0.01], [-0.02, 0.00, 0.00], [0.01, 0.01, 0.00], [0.02, -0.02, 0.09], [-0.01, 0.07, 0.00], [0.01, 0.01, -0.04], [-0.23, 0.14, -0.84], [-0.03, -0.01, -0.05], [0.04, -0.05, 0.12], [-0.08, 0.02, -0.11], [0.06, -0.15, 0.06], [0.03, 0.02, 0.03], [0.02, -0.03, 0.07], [0.03, 0.09, -0.14], [-0.05, -0.12, -0.11], [-0.01, 0.01, 0.02], [-0.01, 0.15, -0.06], [0.16, -0.14, 0.03], [-0.11, -0.10, 0.01], [-0.09, 0.03, -0.01], [0.22, 0.17, -0.36], [0.06, 0.02, -0.07], [-0.23, -0.23, -0.30], [0.01, 0.02, 0.00], [0.08, -0.19, 0.16], [0.01, 0.01, 0.00], [0.06, 0.05, -0.06], [-0.01, 0.01, 0.01], [-0.05, 0.04, -0.01], [0.15, 0.07, -0.26], [-0.20, 0.19, -0.54], [0.02, 0.03, -0.02], [-0.01, -0.01, 0.00], [-0.05, 0.01, 0.03], [0.00, -0.04, 0.03], [-0.02, -0.01, 0.02], [-0.05, 0.05, 0.13], [-0.03, -0.12, 0.08], [0.09, -0.15, -0.05], [-0.01, -0.01, 0.04], [-0.19, 0.08, -0.14], [-0.12, -0.07, 0.11], [-0.01, 0.04, 0.01], [0.03, 0.04, -0.03], [0.02, -0.01, 0.03], [-0.08, -0.03, -0.01], [0.01, -0.02, -0.04], [-0.01, 0.00, 0.00], [0.05, 0.01, 0.04], [0.00, -0.02, 0.00], [0.12, 0.01, -0.09], [-0.27, 0.02, 0.18], [-0.04, 0.00, 0.02], [0.23, 0.37, -0.03], [-0.03, -0.04, 0.01], [-0.18, -0.15, -0.09], [0.04, 0.11, -0.08], [0.00, -0.01, 0.01], [-0.15, -0.02, 0.02], [-0.03, 0.00, -0.01], [0.07, 0.14, 0.05], [-0.01, -0.01, -0.05], [-0.05, 0.01, -0.04], [0.00, -0.06, -0.07], [0.07, 0.01, -0.02], [-0.60, -0.73, 0.66], [0.01, 0.01, 0.15], [0.09, -0.17, -0.12], [0.00, 0.00, 0.00], [0.12, -0.02, 0.03], [-0.04, -0.01, -0.05], [0.08, 0.02, -0.01], [0.06, 0.16, 0.24], [0.03, 0.00, -0.03], [0.04, -0.01, -0.04], [0.00, -0.03, -0.01], [0.36, 0.49, 0.24], [0.03, 0.16, -0.16], [0.00, -0.01, -0.02], [0.00, 0.02, -0.03], [-0.06, 0.04, 0.11], [0.01, 0.02, -0.08], [0.00, 0.00, 0.01], [0.03, 0.00, 0.00], [0.05, 0.05, 0.03], [0.16, -0.08, 0.11], [0.02, 0.00, -0.01]]}


{"formula": "C2Cl2F2N2", "method": "the ωB97M-V functional and the def2-TZVPD basis", "smiles": "N#CC(Cl)(Cl)N(F)F", "orbital_gap_ev": 11.77, "e_homo_ev": -12.184, "de_lowest_kcal_mol": 19.36, "max_force_ev_per_a": 4.582, "elements": ["Cl", "C", "F", "C", "F", "N", "Cl", "N"], "xyz": [[1.2032, -1.0545, -1.1180], [0.5430, 0.0176, 0.0890], [-0.8752, 0.5085, -1.6722], [-0.5707, -1.0302, 0.9190], [-0.9530, 1.8939, -0.0159], [-1.2592, -1.8333, 1.3544], [1.9192, 0.4409, 1.2218], [-0.0073, 1.0572, -0.7781]], "atomic_forces_ev_per_a": [[0.63, -0.62, -0.28], [-1.32, -3.64, 1.93], [0.08, -0.32, 0.36], [2.53, 3.25, -2.01], [1.76, -1.50, -0.57], [-0.27, -0.25, 0.27], [-1.96, 0.40, -1.05], [-1.45, 2.67, 1.35]]}


{"formula": "C4H6O2", "method": "the ωB97M-V functional and the def2-TZVPD basis", "orbital_gap_ev": [8.28, 8.29], "e_homo_ev": [-9.469, -9.469], "de_lowest_kcal_mol": 125.29, "max_force_ev_per_a": 1.027, "elements": ["O", "C", "O", "C", "C", "H", "H", "H", "C", "H", "H", "H"], "xyz": [[-0.4202, -0.6939, 1.5274], [-1.3975, -0.7499, -0.5123], [1.6611, -0.7843, -1.2827], [0.9869, -1.1666, -0.3587], [0.2659, -0.2295, 0.5851], [0.2830, 1.7770, 1.3866], [-2.1149, 0.0840, -0.5612], [0.8154, -2.2307, -0.0979], [0.6786, 1.2288, 0.5276], [1.7724, 1.3213, 0.5178], [0.3248, 1.6743, -0.4029], [-1.9897, -1.6812, -0.4130]], "atomic_forces_ev_per_a": [[-0.67, 0.05, -0.77], [0.24, 0.18, 0.01], [0.00, -0.23, 0.46], [0.21, -0.03, -0.40], [-0.31, 0.12, -0.19], [-0.07, -0.19, -0.18], [0.26, 0.09, 0.68], [0.07, 0.05, -0.15], [-0.16, -0.01, -0.01], [-0.24, -0.23, -0.03], [0.03, 0.01, 0.04], [0.64, 0.20, 0.56]]}


{"formula": "C5H11N3", "method": "the ωB97M-V functional and the def2-TZVPD basis", "smiles": "C[C@@]1(N)C=CC1(N)N", "orbital_gap_ev": 9.89, "e_homo_ev": -8.770, "de_lowest_kcal_mol": 33.14, "max_force_ev_per_a": 0.332, "elements": ["C", "H", "H", "N", "H", "H", "H", "C", "H", "C", "N", "H", "H", "H", "C", "H", "C", "H", "N"], "xyz": [[-0.7915, -1.2229, -0.7970], [-1.0003, -1.4863, 1.9170], [-2.5433, 0.3556, 0.8290], [-0.1984, -0.9589, 1.5877], [-1.2918, 1.5280, 1.2751], [0.9277, 2.1545, -0.1759], [0.0443, -0.2792, 2.3018], [0.7395, 0.1673, -0.4716], [0.6690, -1.1164, -2.4603], [-0.5381, -0.2731, 0.3532], [1.9924, -0.1243, 0.2030], [1.4041, 1.6611, -1.6604], [1.8490, -0.8832, 0.8613], [-1.7462, 1.3309, -0.4205], [-1.6019, 0.8083, 0.5195], [2.6987, -0.4093, -0.4681], [0.2614, -0.8374, -1.5052], [-1.5725, -1.9466, -0.9454], [0.6977, 1.5318, -0.9432]], "atomic_forces_ev_per_a": [[0.15, 0.04, 0.05], [0.09, 0.04, 0.06], [-0.07, -0.02, 0.08], [0.04, -0.09, 0.18], [-0.03, 0.13, 0.11], [0.13, 0.00, -0.05], [-0.10, -0.06, 0.08], [0.24, -0.01, -0.16], [0.07, -0.10, -0.28], [-0.27, 0.19, -0.05], [0.04, -0.09, 0.22], [-0.03, 0.06, 0.07], [0.04, -0.11, -0.10], [-0.09, 0.09, -0.03], [0.23, -0.19, -0.14], [-0.02, 0.06, 0.10], [-0.05, 0.10, 0.18], [-0.21, -0.18, -0.09], [-0.16, 0.14, -0.22]]}


{"formula": "C25H26N2O2", "method": "the ωB97M-V functional and the def2-TZVPD basis", "smiles": "CC(=O)C(C)(C(C)=O)C(c1cn(C)c2ccccc12)c1cn(C)c2ccccc12", "orbital_gap_ev": 8.29, "e_homo_ev": -7.598, "de_lowest_kcal_mol": 24.53, "max_force_ev_per_a": 2.369, "elements": ["C", "C", "C", "C", "H", "C", "C", "H", "H", "H", "C", "H", "C", "H", "H", "H", "H", "C", "H", "C", "O", "H", "O", "C", "H", "C", "C", "C", "C", "H", "C", "H", "C", "H", "C", "H", "C", "H", "H", "C", "H", "C", "C", "C", "H", "N", "H", "H", "C", "H", "N", "H", "H", "C", "H"], "xyz": [[-0.6778, -1.0276, 2.5113], [4.2998, -2.8980, 1.8399], [-1.8402, 1.6997, -2.5128], [-2.2853, 2.9755, -2.8176], [-2.1687, -2.7519, 1.0684], [4.4918, -1.6646, 1.1986], [3.3662, -1.0143, 0.7110], [-3.8721, -2.2979, 1.3100], [-3.5692, -0.2267, -4.4296], [-2.2149, -1.5372, -2.1414], [-0.7685, 1.4346, -1.5986], [-1.9444, 5.0741, -2.4187], [-3.7307, 0.3446, -3.5052], [-0.8761, 0.4514, 4.0606], [-1.4703, 1.8221, 0.6619], [1.7877, 0.9373, -1.3855], [5.4768, -1.2196, 1.0729], [-2.6109, -0.6370, 0.9550], [-3.1440, 3.1170, -3.4709], [2.0373, -1.5160, 0.8582], [-0.7731, -2.2466, 2.5664], [0.1886, -0.9297, 4.4475], [-3.4674, 0.2313, 0.8661], [-0.8910, 0.0369, -1.2335], [0.8031, 2.3793, -0.4619], [-0.0600, 2.5368, -1.1044], [-2.9625, -2.0821, 0.7321], [4.4525, 0.7269, -0.7844], [-0.3365, -0.6764, -0.0013], [-1.6223, 1.5285, 2.3680], [3.0101, -3.4438, 1.9416], [0.0657, 4.6851, -1.0096], [1.8923, -2.7873, 1.4076], [4.5899, 0.4130, -1.8316], [-1.0351, 1.2545, 1.4831], [5.3538, 0.4696, -0.2214], [-1.8776, -0.5056, -2.0599], [0.7604, 0.3457, 3.3399], [5.1530, -3.4368, 2.2534], [1.1686, -0.6021, 0.1188], [2.8778, -4.4029, 2.4476], [2.0146, 0.2456, -0.5816], [-0.1167, -0.2362, 3.6595], [-1.5986, 4.0559, -2.2417], [4.2808, 1.8130, -0.7733], [-2.4973, 0.4972, -2.7564], [0.9172, -3.2682, 1.4065], [-3.1842, -2.2607, -0.3281], [-1.1123, -0.2475, 1.2205], [-4.4758, -0.1885, -2.8944], [3.3169, 0.0445, -0.1955], [0.0083, 1.5642, 1.6224], [-0.5320, -1.7459, -0.1717], [-0.4827, 3.8344, -1.4241], [-4.1152, 1.3325, -3.7733]], "atomic_forces_ev_per_a": [[0.13, -0.91, -0.63], [-0.04, 0.77, -0.11], [-0.20, -1.04, 0.80], [0.50, 0.99, 0.11], [-0.25, 0.10, -0.21], [0.04, -0.63, 0.50], [-0.44, 0.13, -1.03], [0.18, 0.07, -0.23], [-0.02, 0.16, 0.17], [0.01, 0.39, 0.10], [-1.28, -0.02, -0.22], [0.12, -0.27, -0.05], [0.03, -0.27, -0.12], [0.32, -0.13, -0.14], [0.08, -0.19, 0.21], [0.10, -0.14, 0.33], [-0.11, -0.29, 0.03], [-0.54, 1.21, -0.39], [0.20, 0.16, 0.21], [0.60, 0.74, -0.50], [0.09, 1.27, 0.16], [-0.07, 0.07, -0.16], [0.94, -0.91, 0.30], [-0.14, -0.56, -0.65], [-0.39, 0.28, 0.02], [0.01, 0.87, -0.29], [-0.16, -0.50, 0.23], [-0.14, -0.05, -0.20], [1.07, -0.93, -1.90], [0.22, -0.11, -0.17], [-0.37, 0.10, -0.23], [-0.22, -0.29, -0.16], [0.21, -0.42, 0.64], [0.03, 0.06, 0.30], [-0.23, 0.23, 0.11], [-0.19, 0.25, -0.15], [0.70, 0.87, 1.14], [-0.33, -0.10, 0.03], [-0.23, 0.17, -0.12], [0.67, 0.24, -0.57], [0.03, 0.24, -0.31], [-0.41, -0.73, 0.86], [0.08, -0.11, 0.44], [-0.47, -0.53, -0.47], [0.21, -0.31, 0.10], [0.36, 0.31, -0.61], [0.23, 0.10, 0.23], [0.00, 0.15, 0.30], [-1.20, 0.27, 1.65], [0.19, 0.28, -0.17], [0.06, -0.19, 0.37], [-0.27, -0.02, -0.04], [-0.18, 0.10, 0.15], [0.49, -0.62, 0.23], [0.02, -0.30, 0.11]]}


{"formula": "H26O13", "method": "the ωB97M-V functional and the def2-TZVPD basis", "orbital_gap_ev": 8.92, "e_homo_ev": -9.518, "de_lowest_kcal_mol": 36.67, "max_force_ev_per_a": 0.700, "elements": ["H", "H", "H", "H", "H", "O", "O", "H", "H", "H", "H", "H", "H", "O", "O", "H", "H", "H", "H", "O", "H", "O", "H", "O", "H", "H", "O", "H", "H", "H", "O", "H", "O", "O", "H", "H", "O", "O", "H"], "xyz": [[-15.6910, 0.3703, 8.7567], [-18.0766, 0.3162, 5.9302], [-17.0442, 0.9517, 9.1700], [-11.8338, -1.3540, 7.1044], [-12.8801, -3.5121, 6.7808], [-17.6684, -2.4332, 8.1313], [-16.7466, -3.3937, 5.5667], [-13.4978, 0.7881, 9.3416], [-12.8228, -0.0242, 8.2320], [-14.4911, -1.6271, 5.8905], [-14.6833, 2.6782, 6.1379], [-16.4056, -2.5392, 5.2404], [-16.5180, 1.6232, 4.8278], [-15.0607, 1.8864, 6.5376], [-16.3111, 1.2670, 3.9569], [-16.0342, -4.0174, 5.4056], [-14.5129, 1.7184, 7.3170], [-10.8713, -1.3464, 8.3002], [-11.6729, -1.9638, 4.9691], [-13.4100, 1.2520, 3.7403], [-17.3907, -1.5161, 8.2693], [-16.0568, -1.0246, 2.3737], [-15.1671, -0.2834, 6.1580], [-13.2092, -2.6194, 6.9379], [-15.9328, -0.3419, 3.0516], [-16.6198, 1.9378, 3.3376], [-16.6087, 0.1239, 8.9446], [-12.4475, -1.7556, 3.6730], [-17.0448, -0.7501, 5.5928], [-17.3669, -2.6418, 7.2337], [-11.2650, -0.7707, 7.6369], [-14.3316, 1.2597, 4.0345], [-15.2647, -1.1034, 5.6538], [-12.1572, -1.2999, 4.4719], [-17.0107, -1.1121, 2.2953], [-13.3758, -2.5875, 7.8894], [-13.6936, 0.1956, 8.6067], [-17.9768, -0.5249, 5.4774], [-12.9939, 0.5501, 4.2571]], "atomic_forces_ev_per_a": [[-0.13, -0.34, 0.00], [-0.14, -0.07, 0.13], [-0.12, -0.06, -0.03], [0.15, -0.01, 0.03], [-0.15, -0.06, -0.07], [0.24, 0.13, 0.01], [0.07, 0.18, -0.31], [0.06, -0.15, 0.09], [0.29, 0.00, -0.04], [0.08, -0.16, 0.05], [0.09, -0.11, -0.13], [-0.15, -0.54, 0.08], [0.03, -0.19, 0.10], [-0.08, 0.16, 0.20], [0.06, 0.70, -0.04], [-0.04, -0.06, 0.00], [0.04, -0.19, -0.07], [0.08, 0.03, 0.01], [0.13, 0.05, -0.05], [0.07, 0.12, 0.25], [-0.10, -0.18, 0.08], [0.16, -0.05, -0.04], [0.07, 0.11, -0.16], [0.32, -0.26, 0.22], [-0.13, -0.23, -0.11], [0.03, -0.09, -0.12], [0.22, 0.42, 0.02], [-0.10, 0.17, -0.06], [-0.14, 0.01, -0.05], [-0.19, -0.20, 0.12], [-0.11, 0.09, -0.06], [0.00, -0.11, -0.19], [0.27, 0.58, 0.07], [0.00, -0.19, -0.01], [-0.03, -0.02, 0.11], [-0.35, 0.01, 0.00], [-0.26, 0.44, 0.09], [-0.23, 0.08, 0.00], [0.01, 0.02, -0.12]]}


| no. | total energy (a.u.) |
| --- | --- |
| 1 | -3958.872252 |
| 2 | -1305.622055 |
| 3 | -306.306629 |
| 4 | -361.336583 |
| 5 | -1228.229594 |
| 6 | -993.714788 |